# CH4NO

An isolated ion of composition CH4NO and charge -1 (wB97M-V/def2-TZVPD, the OMol25 dataset).

Geometry as XYZ:
```
7
Properties=species:S:1:pos:R:3:lowdin_charge:R:1
N 0.04 -0.31 0.95 -0.1014
C 0.14 0.09 -0.68 -0.6139
O 1.10 0.87 -1.03 -0.3271
H 0.23 0.51 1.52 -0.0249
H -0.90 -0.67 1.08 -0.0313
H 0.30 -0.95 -1.09 0.0561
H -0.90 0.47 -0.75 0.0423
```

As for the net charge: -1. As for the spin multiplicity: 1. The LUMO energy comes out at 5.2 eV. As for the SMILES: NC[O-]. The gap between HOMO and LUMO is 7.52 eV. The HOMO energy is -2.286 eV.

=====

# C3H7NO2

A single C3H7NO2 molecule (wB97M-V/def2-TZVPD, the OMol25 dataset).

Geometry as XYZ:
```
13
Properties=species:S:1:pos:R:3:lowdin_charge:R:1
C -0.84 -1.06 -0.97 0.0004
C -0.15 -0.08 -0.06 -0.4818
N 0.94 0.68 -0.65 -0.0057
O 2.01 0.79 0.30 -0.0801
C -0.37 0.06 1.37 -0.0920
O -1.04 0.96 0.51 -0.0485
H -0.90 -0.62 -1.97 0.0866
H -0.31 -2.02 -1.05 0.0876
H -1.85 -1.22 -0.59 0.0880
H 0.39 1.53 -0.47 0.1218
H 2.73 1.14 -0.25 0.0918
H 0.45 0.45 1.97 0.1127
H -1.06 -0.61 1.86 0.1192
```

As for the spin multiplicity: 1. The LUMO energy comes out at 1.0 eV. As for the SMILES: C[C@]1(NO)CO1. The gap between HOMO and LUMO is 10.51 eV. The HOMO energy is -9.507 eV.

=====

# C42H58FeN4O3

C42H58FeN4O3 as an isolated structure (wB97M-V/def2-TZVPD, the OMol25 dataset).

Geometry as XYZ:
```
108
Properties=species:S:1:pos:R:3:lowdin_spin:R:1
Fe -0.28 0.01 0.06 4.0507
C -2.81 5.77 1.75 -0.0005
C -1.77 4.92 2.51 -0.0007
C -0.99 4.01 1.61 -0.0105
C 0.23 4.21 1.04 -0.0063
C 1.13 5.40 1.16 -0.0001
C 0.87 6.46 0.08 -0.0002
C 0.49 3.04 0.23 -0.0008
C 1.59 2.88 -0.60 0.0924
C 1.87 1.80 -1.41 -0.0016
C 3.05 1.69 -2.25 -0.0102
C 4.13 2.72 -2.37 -0.0005
C 5.14 2.66 -1.21 -0.0002
C 2.98 0.47 -2.83 -0.0109
C 1.76 -0.14 -2.34 -0.0018
C 1.34 -1.41 -2.67 0.0906
C 0.18 -2.04 -2.25 0.0026
N -0.74 -1.45 -1.45 0.1381
C -1.75 -2.37 -1.35 0.0054
C -2.93 -2.13 -0.69 0.0778
C -3.27 -0.99 0.04 0.0080
N -2.40 0.03 0.29 0.1262
C -3.15 0.94 0.99 0.0049
C -2.67 2.16 1.42 0.0784
C -1.43 2.71 1.14 0.0053
N -0.52 2.13 0.31 0.1347
C -4.50 0.47 1.21 -0.0054
C -4.57 -0.74 0.61 -0.0066
C -5.74 -1.67 0.55 -0.0003
C -5.70 -2.74 1.65 -0.0002
C -5.60 1.24 1.89 -0.0001
C -6.30 2.22 0.94 -0.0001
C -1.45 -3.57 -2.10 -0.0095
C -0.23 -3.37 -2.66 -0.0057
C 0.54 -4.27 -3.57 0.0001
C 0.29 -3.98 -5.05 0.0000
C -2.36 -4.76 -2.22 -0.0006
C -3.43 -4.59 -3.32 -0.0005
N 1.08 0.69 -1.50 0.1501
C 3.93 -0.13 -3.82 -0.0006
C 3.50 0.10 -5.28 -0.0005
H -3.38 6.40 2.43 -0.0001
H -3.51 5.13 1.20 0.0002
H -2.32 6.42 1.02 0.0000
H -2.27 4.34 3.27 -0.0001
H -1.08 5.58 3.03 0.0001
H 2.17 5.08 1.11 -0.0001
H 0.99 5.85 2.15 0.0001
H 1.00 6.04 -0.92 0.0001
H 1.56 7.30 0.19 0.0000
H -0.15 6.84 0.15 0.0000
H 2.30 3.70 -0.62 0.0051
H 3.69 3.72 -2.43 -0.0001
H 4.66 2.57 -3.31 0.0000
H 4.64 2.85 -0.25 0.0003
H 5.92 3.41 -1.34 0.0000
H 5.60 1.68 -1.16 0.0000
H 1.98 -1.97 -3.35 0.0050
H -3.70 -2.90 -0.76 0.0040
H -3.35 2.77 2.02 0.0042
H -5.79 -2.16 -0.43 -0.0001
H -6.67 -1.10 0.64 0.0000
H -4.79 -3.35 1.57 0.0001
H -6.56 -3.40 1.60 0.0000
H -5.69 -2.27 2.64 0.0000
H -5.19 1.78 2.74 -0.0001
H -6.33 0.53 2.29 0.0001
H -5.59 2.95 0.53 0.0002
H -7.09 2.77 1.45 0.0000
H -6.74 1.69 0.10 0.0000
H 0.27 -5.31 -3.35 0.0001
H 1.61 -4.19 -3.35 -0.0001
H -0.75 -4.17 -5.32 0.0000
H 0.93 -4.60 -5.68 0.0000
H 0.50 -2.93 -5.28 0.0002
H -2.86 -4.94 -1.27 -0.0002
H -1.76 -5.64 -2.43 0.0001
H -4.05 -3.71 -3.14 0.0002
H -4.08 -5.47 -3.37 -0.0001
H -2.96 -4.46 -4.30 0.0000
H 4.03 -1.21 -3.64 -0.0002
H 4.93 0.29 -3.66 0.0001
H 2.51 -0.32 -5.46 0.0002
H 4.21 -0.35 -5.97 -0.0001
H 3.45 1.17 -5.49 0.0000
C -0.95 -3.04 1.81 0.0024
O 0.05 -2.22 1.20 0.0212
C 1.35 -2.69 1.48 0.0016
C 2.31 -1.86 0.67 0.0030
O 1.98 -0.47 0.67 0.0307
C 2.42 0.32 1.78 0.0026
C 1.54 0.16 2.99 0.0011
O 0.18 0.22 2.61 0.0189
C -0.66 0.11 3.77 0.0017
H -0.91 -4.05 1.40 0.0001
H -0.79 -3.08 2.89 0.0005
H -1.92 -2.60 1.60 0.0010
H 1.54 -2.61 2.55 0.0001
H 1.46 -3.74 1.20 0.0004
H 3.33 -2.02 1.02 0.0009
H 2.25 -2.16 -0.37 0.0010
H 3.44 0.06 2.05 0.0007
H 2.39 1.35 1.43 0.0008
H 1.72 -0.80 3.49 0.0001
H 1.77 0.95 3.71 0.0003
H -0.52 0.97 4.42 0.0001
H -1.68 0.05 3.44 0.0004
H -0.40 -0.80 4.32 0.0003
```

As for the net charge: +1. As for the spin multiplicity: 6. The LUMO energy (alpha / beta) comes out at -3.4 / -4.5 eV. Its expectation value of S² is 8.80. The gap between HOMO and LUMO (alpha / beta) is 5.63 / 4.88 eV. The HOMO energy (alpha / beta) is -9.012 / -9.365 eV.

=====

# BrI2Mn

BrI2Mn as an isolated structure (wB97M-V/def2-TZVPD, the OMol25 dataset).

Geometry as XYZ:
```
4
Properties=species:S:1:pos:R:3:lowdin_spin:R:1
Mn 0.40 -0.57 -0.37 4.8439
I 2.73 1.04 0.37 0.0614
I -1.39 0.34 1.81 0.9453
Br -1.73 -0.81 -1.81 0.1495
```

As for the spin multiplicity: 7. The LUMO energy (alpha / beta) comes out at -1.2 / -4.4 eV. Its expectation value of S² is 12.01. The gap between HOMO and LUMO (alpha / beta) is 8.08 / 4.84 eV. The HOMO energy (alpha / beta) is -9.283 / -9.222 eV.

=====

# C17H54N6O17

A 10-piece molecular cluster, C17H54N6O17 overall (wB97M-V/def2-TZVPD, the OMol25 dataset).

Geometry as XYZ:
```
94
Properties=species:S:1:pos:R:3:lowdin_charge:R:1
N 1.31 5.32 -2.85 0.1578
C 2.43 5.77 -2.37 -0.8785
N 2.21 6.57 -1.38 0.1678
O 3.44 5.31 -2.68 0.1082
H 0.39 5.65 -2.58 0.1062
H 1.35 4.48 -3.42 0.1099
H 1.27 6.60 -1.01 0.1128
H 3.08 6.77 -0.91 0.1231
N 5.87 2.66 1.16 0.1674
C 6.83 2.06 0.54 -0.7573
N 6.55 0.87 0.01 0.1545
O 7.95 2.57 0.38 -0.0054
H 5.05 2.09 1.30 0.1048
H 5.88 3.62 1.45 0.1234
H 7.33 0.31 -0.30 0.1144
H 5.66 0.40 0.05 0.1009
N -1.40 1.79 0.12 0.1534
C -1.08 0.52 0.18 -0.8279
N -0.02 0.40 0.87 0.1782
O -1.84 -0.34 -0.18 0.0420
H -0.66 2.47 0.15 0.1021
H -2.30 2.03 -0.28 0.1143
H 0.42 1.16 1.36 0.1127
H 0.40 -0.52 0.91 0.1242
O -2.46 -6.21 2.29 -0.0666
C -2.88 -5.14 1.54 -0.2583
C -3.40 -5.55 0.11 -0.1959
O -2.40 -6.23 -0.67 -0.0879
H -1.52 -6.33 2.15 0.0853
H -3.59 -4.60 2.16 0.1183
H -1.95 -4.57 1.45 0.1143
H -3.67 -4.60 -0.36 0.1142
H -4.21 -6.28 0.07 0.1156
H -2.29 -7.12 -0.33 0.0785
O 4.10 1.49 -3.93 -0.0343
C 2.84 1.02 -3.70 -0.3052
C 2.42 -0.24 -4.50 -0.1995
O 1.07 -0.66 -4.10 -0.0755
H 4.31 2.34 -3.55 0.0945
H 2.73 0.83 -2.63 0.1068
H 2.00 1.69 -3.89 0.1053
H 3.20 -1.00 -4.41 0.1101
H 2.42 -0.04 -5.58 0.1168
H 1.08 -0.91 -3.17 0.0709
O 1.93 -1.79 5.60 -0.0510
C 2.56 -2.74 4.75 -0.2290
C 3.55 -2.21 3.70 -0.2632
O 3.22 -0.88 3.57 -0.0647
H 1.00 -2.01 5.67 0.1056
H 3.14 -3.35 5.45 0.1130
H 1.96 -3.49 4.23 0.1169
H 3.47 -2.80 2.78 0.1139
H 4.57 -2.25 4.10 0.1134
H 2.81 -0.81 4.43 0.0440
O -4.95 2.12 -4.98 -0.0849
C -3.77 1.80 -4.16 -0.1948
C -2.92 3.12 -4.11 -0.1969
O -3.66 4.14 -3.35 -0.0997
H -5.75 2.26 -4.47 0.0799
H -4.13 1.48 -3.19 0.1105
H -3.11 0.99 -4.47 0.1136
H -2.95 3.45 -5.15 0.1115
H -1.95 3.03 -3.63 0.1083
H -4.47 4.07 -3.86 0.0511
O 0.89 -4.23 -1.21 -0.0973
C 1.90 -5.26 -0.91 -0.1718
C 2.43 -5.99 -2.25 -0.2480
O 1.38 -6.40 -3.05 -0.0528
H 0.01 -4.60 -1.16 0.0592
H 2.65 -4.87 -0.23 0.1017
H 1.39 -5.96 -0.25 0.1003
H 3.07 -6.82 -1.95 0.1107
H 3.05 -5.34 -2.86 0.1081
H 0.71 -5.73 -2.91 0.0731
O -0.75 3.86 4.73 -0.0142
C 0.44 3.26 4.99 -0.3189
C 1.54 3.93 4.28 -0.2755
O 1.61 3.71 2.89 -0.0670
H -0.91 3.68 3.80 0.0938
H 0.73 3.37 6.03 0.1286
H 0.45 2.18 4.87 0.1257
H 2.46 3.55 4.74 0.1214
H 1.44 5.00 4.43 0.1295
H 2.31 4.27 2.58 0.0802
O -8.89 -0.27 2.10 -0.0945
C -7.89 -0.75 1.09 -0.2033
C -6.57 0.02 1.08 -0.2237
O -6.79 1.42 0.76 -0.0644
H -9.49 -1.00 2.26 0.0645
H -7.72 -1.82 1.22 0.1114
H -8.47 -0.62 0.18 0.1086
H -5.99 -0.49 0.31 0.1111
H -6.05 -0.08 2.03 0.1214
H -7.43 1.33 0.05 0.0685
```

As for the spin multiplicity: 1. The LUMO energy comes out at -0.3 eV. As for the SMILES: NC(N)=O.NC(N)=O.NC(N)=O.OCCO.OCCO.OCCO.OCCO.OCCO.OCCO.OCCO. The gap between HOMO and LUMO is 9.19 eV. The HOMO energy is -9.514 eV.

=====

# C8H18F3I2OP2Rh

C8H18F3I2OP2Rh as an isolated structure (wB97M-V/def2-TZVPD, the OMol25 dataset).

Geometry as XYZ:
```
35
Properties=species:S:1:pos:R:3:lowdin_spin:R:1
I 1.25 1.08 -3.11 1.0208
I -1.56 -2.63 -0.84 1.0133
Rh -0.05 -0.12 -0.30 0.9012
P 1.95 -1.29 0.13 0.1889
C 2.73 -1.52 -1.49 0.0619
C 3.07 -0.36 1.17 0.0109
H 3.89 -1.01 1.47 0.0045
H 2.75 -3.35 1.05 0.0076
H 2.56 -0.05 2.09 0.0009
H 1.31 -2.85 1.94 0.0006
H 3.01 -0.54 -1.91 0.0004
H 3.50 0.47 0.60 0.0004
C 1.74 -2.93 0.93 0.0296
H 3.60 -2.17 -1.41 0.0135
H 1.13 -3.56 0.26 0.0006
H 2.04 -2.09 -2.11 0.0033
P -1.97 1.21 -0.42 0.1864
C -2.16 1.60 -2.17 0.0617
C -3.51 0.42 0.20 0.0289
H -1.50 2.54 1.51 0.0009
H -2.76 3.24 0.52 0.0044
H -1.10 3.40 -0.06 0.0004
C -1.79 2.75 0.48 0.0103
H -3.47 0.20 1.28 0.0005
H -4.32 1.16 0.06 0.0075
H -3.11 2.09 -2.36 0.0145
H -2.27 0.66 -2.72 0.0024
H -3.70 -0.48 -0.40 0.0006
H -1.33 2.23 -2.51 -0.0001
C 0.98 1.45 -0.30 0.1052
O 1.58 2.43 -0.28 0.0647
F -1.28 -1.57 1.88 0.0890
C -0.52 -0.41 1.79 0.1263
F -1.25 0.57 2.38 0.0186
F 0.54 -0.58 2.64 0.0194
```

As for the net charge: +2. As for the spin multiplicity: 5. The LUMO energy (alpha / beta) comes out at -7.5 / -11.1 eV. Its expectation value of S² is 6.02. The gap between HOMO and LUMO (alpha / beta) is 7.14 / 5.54 eV. The HOMO energy (alpha / beta) is -14.606 / -16.638 eV.

=====

# C4H7NiO2

C4H7NiO2 as an isolated structure (wB97M-V/def2-TZVPD, the OMol25 dataset).

Geometry as XYZ:
```
14
Properties=species:S:1:pos:R:3:lowdin_spin:R:1
O 1.21 -1.75 1.15 0.0072
C 0.65 -1.91 -0.14 0.0016
C 0.43 -0.50 -0.73 0.0191
C 0.01 0.48 0.35 0.1252
C -0.70 1.59 -0.10 -0.0136
O -1.00 2.62 0.60 0.3282
Ni -2.12 3.91 0.74 2.5089
H -0.34 0.28 1.38 0.0072
H -0.34 -2.41 -0.08 0.0001
H 1.37 -2.46 -0.77 0.0001
H -0.31 -0.57 -1.54 0.0033
H 1.39 -0.19 -1.18 0.0052
H 0.96 -0.58 1.37 0.0020
H -1.23 1.48 -1.06 0.0056
```

As for the spin multiplicity: 4. The LUMO energy (alpha / beta) comes out at 0.3 / -1.9 eV. Its expectation value of S² is 3.77. The gap between HOMO and LUMO (alpha / beta) is 8.22 / 6.65 eV. The HOMO energy (alpha / beta) is -7.909 / -8.505 eV.

=====

# C3H4BrN3O5

A 2-piece molecular cluster, C3H4BrN3O5 overall (wB97M-V/def2-TZVPD, the OMol25 dataset).

Geometry as XYZ:
```
16
Properties=species:S:1:pos:R:3:lowdin_charge:R:1
C 1.05 -1.17 -0.05 -0.1140
C 0.77 -0.67 -1.47 -0.1584
C 0.62 0.10 0.74 -0.5717
N 0.33 1.14 -0.19 -0.0357
N -1.63 -0.44 1.19 -0.3125
N -0.66 2.05 -0.11 -0.3583
O -2.24 -0.60 0.14 0.0457
O -0.96 2.62 -1.12 0.1341
O -1.75 -0.82 2.30 0.0396
O -1.21 2.03 1.02 0.0259
O 0.78 0.73 -1.45 -0.0023
Br 0.96 0.25 2.62 0.8368
H 0.39 -1.96 0.19 0.1003
H 2.24 -1.31 0.10 0.1747
H 1.45 -1.04 -2.17 0.1216
H -0.14 -0.91 -1.76 0.0743
```

As for the spin multiplicity: 1. The LUMO energy (alpha / beta) comes out at -1.2 / -1.1 eV. The gap between HOMO and LUMO (alpha / beta) is 7.38 / 8.41 eV. The HOMO energy (alpha / beta) is -8.561 / -9.474 eV.

=====

Number 1: largest force on an atom 1.83 eV Å⁻¹. Number 2: largest force on an atom 1.68 eV Å⁻¹. Number 3: largest force on an atom 1.14 eV Å⁻¹. Number 4: largest force on an atom 1.87 eV Å⁻¹. Number 5: largest force on an atom 8.00 eV Å⁻¹. Number 6: largest force on an atom 3.54 eV Å⁻¹. Number 7: largest force on an atom 5.59 eV Å⁻¹. Number 8: largest force on an atom 5.09 eV Å⁻¹.